[1]
# C10H12Br3Cl9O6

A molecular structure, C10H12Br3Cl9O6 (wB97M-V/def2-TZVPD, OMol25).

```
40
Properties=species:S:1:pos:R:3:nbo_charge:R:1
H 1.73543 -2.70770 2.06388 0.203
C -0.71386 0.13040 -0.34448 -0.474
O 4.00483 3.02836 -1.07262 -0.474
Cl -4.65647 -2.92288 -0.64891 0.032
H 1.12752 2.10307 -2.14815 0.192
O 2.41094 3.80902 -2.37920 -0.501
Cl -5.15771 2.31727 1.76558 0.019
Cl 0.28109 0.31870 3.15609 -0.004
Cl -3.56690 -1.04856 -2.45869 0.022
Br -1.56891 -1.35856 0.59941 0.089
O 3.17851 -3.28311 -0.69327 -0.488
Cl -1.63188 2.52040 3.42695 0.009
C 3.69930 4.00995 -1.88359 0.974
O 2.29876 -1.68379 0.43173 -0.513
H -2.41763 -2.81225 -1.50937 0.232
C 1.69811 -2.81451 0.97976 -0.104
H -4.35678 0.53920 0.35200 0.235
H 1.01738 3.26326 -0.97485 0.173
O 4.44021 4.89002 -2.21397 -0.571
H 3.21865 -4.38326 1.07352 0.198
C 1.76822 2.81163 -1.62322 -0.103
C 2.93341 -1.96679 -0.73295 0.987
C 2.96514 2.08648 -0.95680 -0.118
Cl -6.01636 1.65815 -0.90448 0.017
H 0.13494 0.55442 0.19205 0.230
Br -1.81599 1.73693 -0.60128 0.089
Cl -6.31227 -0.27687 1.20871 0.019
Cl 0.94183 2.49831 5.01072 0.035
Br -0.15225 -0.54637 -2.11136 0.088
O 3.37618 -1.19815 -1.53090 -0.574
C -3.43223 -2.69869 -1.89118 -0.275
H 0.66281 -2.73314 0.64866 0.187
H 2.76210 2.06654 0.11394 0.185
C -5.31015 1.01467 0.58251 -0.294
C 2.50629 -3.96117 0.36466 -0.098
H -0.85781 0.96348 5.04088 0.230
H 1.75522 -4.69654 0.07620 0.199
H 3.05195 1.07683 -1.35826 0.232
Cl -3.64310 -3.84644 -3.31315 -0.018
C -0.35849 1.54169 4.26342 -0.267
```

Values from the calculation:
Electronic energy in hartree: -12703.41606
Relative energy (zero: lowest compared OMol25 entry of this formula, charge and spin) in kJ/mol: 69.4
Kohn-Sham gap in eV: 9.9
Net charge: 0
HOMO energy in eV: -10.778



[2]
# C10H12BrN2O2SbSeZr

A molecular structure, C10H12BrN2O2SbSeZr (wB97M-V/def2-TZVPD, OMol25).

```
30
Properties=species:S:1:pos:R:3:nbo_charge:R:1
N -2.34036 0.86351 1.23738 -0.762
H 1.27039 4.79609 1.12233 0.286
Zr -0.63565 0.07580 0.58370 1.910
C -0.67948 -2.20634 1.88815 -0.981
Br 0.76142 1.87073 2.47787 0.283
H -1.26752 -2.98584 2.38264 0.312
N 0.25794 1.84879 -0.13267 -0.640
C 0.36919 3.43390 -1.88484 -0.176
C -3.16994 0.03098 0.91322 0.054
C 1.27598 -1.47177 -0.32944 -0.936
H 1.33249 -4.38699 0.86565 0.248
H 2.16225 -2.10317 -0.21114 0.301
H 0.33153 -2.25916 2.31348 0.265
H 0.25838 3.67605 -2.93159 0.285
C -0.47182 0.90865 -2.17406 0.757
H 1.02083 5.38859 -1.29000 0.274
Se -4.19719 -1.23396 0.47666 0.354
C 0.66716 2.75967 0.74328 0.222
Sb -0.57921 -2.77044 -0.31078 1.144
O -1.04567 0.08706 -1.31556 -0.784
C 0.95095 4.06272 0.39776 -0.237
H 1.29597 -0.71715 0.50548 0.127
H 1.10500 -4.80079 -0.86423 0.264
C 0.06771 2.15747 -1.42414 0.159
C 0.60006 -4.54138 0.06868 -0.931
H -0.05330 -5.37340 0.32547 0.266
C 0.80292 4.38217 -0.95888 -0.055
O -0.29915 0.71034 -3.33376 -0.441
H 1.37657 -0.97022 -1.29857 0.265
H -1.16744 -1.23191 2.15795 0.164
```

Values from the calculation:
Electronic energy in hartree: -5910.39637
Relative energy (zero: lowest compared OMol25 entry of this formula, charge and spin) in kJ/mol: 138.9
Kohn-Sham gap in eV: 7.4
Net charge: +2
HOMO energy in eV: -15.738



Table of LUMO energy (eV), in record order: -0.927 -8.293